The following is a DFT calculation (ωB97M-V with the def2-TZVPD basis set) of a cluster of 6 separate species, C60H70N6O12S2 in total.

## Properties
frontier orbital gap = 6.525 eV
2S+1 = 1
net charge = 0
SMILES = CCCCCCCCN(CCCCCCCC)C(=S)SCCCc1ccc2c(c1)C(=O)C=CC2=O.O=[N+]([O-])c1ccccc1.O=[N+]([O-])c1ccccc1.O=[N+]([O-])c1ccccc1.O=[N+]([O-])c1ccccc1.O=[N+]([O-])c1ccccc1

```
150
C60H70N6O12S2 (ωB97M-V with the def2-TZVPD basis set)
C 3.151 -1.060 -2.492
C 4.081 -2.418 -2.587
C 4.454 -3.051 -1.084
C 3.326 -4.193 -0.614
C 2.127 -3.381 0.214
C 0.648 -3.745 -0.390
C 0.003 -5.156 0.133
C 0.238 -5.492 1.720
N -0.737 -4.819 2.658
C -0.238 -3.493 3.184
C -0.934 -2.175 2.432
C -2.175 -1.681 3.378
C -2.751 -0.181 3.060
C -1.864 0.710 2.014
C -2.045 0.334 0.431
C -3.442 -0.426 0.043
C -4.681 0.686 0.045
C -1.199 -5.716 3.783
S -2.831 -5.504 4.317
S -0.190 -7.002 4.694
C 1.214 -6.231 5.683
C 1.861 -7.279 6.784
C 3.029 -6.568 7.745
C 3.391 -5.046 7.204
C 2.688 -3.725 7.914
C 3.069 -2.256 7.277
C 4.095 -2.149 6.003
C 4.801 -3.492 5.300
C 4.436 -4.964 5.924
C 5.801 -3.250 3.982
O 6.912 -3.963 3.767
C 5.316 -2.000 2.981
C 4.680 -0.782 3.623
C 4.481 -0.690 5.282
O 4.658 0.453 5.973
H 2.959 -0.564 -3.557
H 3.671 -0.295 -1.775
H 2.076 -1.400 -2.118
H 5.097 -2.075 -3.109
H 3.545 -3.240 -3.259
H 4.470 -2.119 -0.360
H 5.558 -3.489 -1.061
H 2.898 -4.621 -1.643
H 3.801 -5.065 0.016
H 2.229 -3.465 1.377
H 2.315 -2.231 -0.044
H 0.793 -3.864 -1.569
H -0.036 -2.801 -0.253
H -1.168 -5.097 -0.056
H 0.404 -6.063 -0.487
H 1.364 -5.336 2.085
H 0.053 -6.666 1.837
H -0.553 -3.453 4.335
H 0.929 -3.430 3.143
H -0.067 -1.402 2.294
H -1.394 -2.589 1.439
H -1.969 -1.793 4.548
H -3.076 -2.435 3.165
H -3.909 -0.249 2.785
H -2.729 0.408 4.099
H -0.703 0.690 2.252
H -2.181 1.855 2.133
H -2.038 1.360 -0.172
H -1.089 -0.260 0.038
H -3.341 -0.761 -1.098
H -3.674 -1.378 0.687
H -4.310 1.786 0.205
H -5.426 0.387 0.915
H -5.310 0.589 -0.963
H 1.986 -5.819 4.900
H 0.725 -5.354 6.328
H 1.035 -7.733 7.510
H 2.390 -8.190 6.264
H 4.031 -7.211 7.704
H 2.706 -6.552 8.885
H 1.935 -3.892 8.805
H 2.566 -1.318 7.764
H 4.883 -5.958 5.490
H 5.403 -2.036 1.814
H 4.301 0.093 2.920
O -1.150 -1.052 -3.748
N -0.580 -2.048 -4.218
O -0.213 -3.026 -3.552
C -0.317 -2.066 -5.662
C -0.680 -0.964 -6.448
C -0.405 -0.978 -7.817
C 0.223 -2.083 -8.394
C 0.574 -3.183 -7.610
C 0.307 -3.180 -6.240
H -1.170 -0.096 -6.014
H -0.678 -0.125 -8.435
H 0.440 -2.086 -9.460
H 1.061 -4.042 -8.068
H 0.590 -4.044 -5.642
O -1.524 -3.697 8.407
N -2.000 -2.759 7.750
O -1.435 -2.218 6.789
C -3.321 -2.252 8.141
C -3.979 -2.809 9.246
C -5.224 -2.306 9.628
C -5.806 -1.260 8.911
C -5.153 -0.714 7.804
C -3.906 -1.207 7.414
H -3.539 -3.625 9.816
H -5.740 -2.727 10.488
H -6.774 -0.867 9.216
H -5.614 0.100 7.248
H -3.408 -0.768 6.552
O -3.069 1.002 -6.762
N -2.604 2.043 -6.274
O -1.494 2.516 -6.558
C -3.422 2.762 -5.290
C -4.668 2.242 -4.912
C -5.431 2.917 -3.957
C -4.956 4.101 -3.390
C -3.719 4.621 -3.777
C -2.946 3.954 -4.728
H -5.053 1.321 -5.344
H -6.396 2.519 -3.652
H -5.552 4.620 -2.642
H -3.357 5.546 -3.333
H -1.983 4.370 -5.017
O -0.945 5.883 -5.687
N 0.242 6.223 -5.567
O 0.752 6.632 -4.514
C 1.100 6.139 -6.756
C 0.555 5.718 -7.977
C 1.370 5.664 -9.109
C 2.716 6.023 -9.020
C 3.258 6.432 -7.800
C 2.452 6.493 -6.662
H -0.492 5.435 -8.062
H 0.955 5.344 -10.062
H 3.346 5.984 -9.907
H 4.309 6.707 -7.738
H 2.889 6.817 -5.719
O 0.866 14.421 -3.722
N 0.237 13.611 -3.024
O -0.441 13.917 -2.033
C 0.305 12.192 -3.395
C 1.090 11.797 -4.487
C 1.170 10.444 -4.820
C 0.469 9.496 -4.073
C -0.321 9.894 -2.992
C -0.407 11.244 -2.648
H 1.643 12.523 -5.079
H 1.783 10.126 -5.661
H 0.538 8.442 -4.333
H -0.868 9.150 -2.417
H -1.024 11.538 -1.801
```

The following is a DFT calculation (ωB97M-V with the def2-TZVPD basis set) of the molecule C4H10B2.

## Properties
frontier orbital gap (alpha / beta) = 6.794 / 7.070 eV
2S+1 = 3
net charge = 0
relative energy (zero: lowest compared OMol25 entry of this formula, charge and spin) = 0.0 kcal per mole

```
16
C4H10B2 (ωB97M-V with the def2-TZVPD basis set)
B -0.403 1.982 0.115
B -0.901 -2.204 -0.211
C -0.321 0.490 0.571
C -1.128 -0.359 -0.074
C 0.879 2.845 -0.060
C 0.505 -2.754 0.231
H -1.318 2.433 -0.383
H -1.849 -2.795 -0.771
H 0.539 0.172 1.182
H -2.062 -0.029 -0.628
H 1.727 2.519 0.585
H 0.698 3.872 -0.417
H 1.001 2.337 -1.053
H 0.780 -3.746 0.746
H 0.901 -1.957 0.912
H 0.953 -2.808 -0.744
```

The following is a DFT calculation (ωB97M-V with the def2-TZVPD basis set) of the molecule C20H31N3O6.

## Properties
frontier orbital gap = 9.666 eV
2S+1 = 1
net charge = 0
SMILES = CC(C)(C)OC(=O)N1CCC[C@@H]1C(=O)N1CCC[C@@H]1C(=O)N1CCC[C@H]1C(=O)O

```
60
C20H31N3O6 (ωB97M-V with the def2-TZVPD basis set)
C 3.742 1.707 1.764
C 4.084 0.441 2.549
C 3.751 0.608 4.032
C 5.560 0.084 2.370
O 3.380 -0.696 2.000
C 2.037 -0.712 1.967
O 1.296 0.147 2.404
N 1.583 -1.848 1.404
C 2.397 -2.859 0.757
C 1.424 -3.539 -0.203
C 0.084 -3.422 0.520
C 0.160 -2.037 1.167
C -0.315 -0.947 0.200
O 0.118 -0.871 -0.939
N -1.207 -0.056 0.655
C -1.835 0.058 1.956
C -2.928 1.104 1.735
C -2.334 2.008 0.658
C -1.604 1.011 -0.246
C -2.526 0.409 -1.305
O -3.252 -0.547 -1.024
N -2.522 0.947 -2.525
C -1.781 2.105 -2.987
C -2.719 2.733 -4.014
C -3.362 1.518 -4.675
C -3.428 0.462 -3.570
C -3.025 -0.941 -4.102
O -2.680 -1.111 -5.237
O -3.135 -1.920 -3.229
H 2.692 1.953 1.893
H 4.348 2.536 2.120
H 3.938 1.553 0.705
H 2.696 0.838 4.153
H 4.342 1.417 4.452
H 3.974 -0.311 4.570
H 6.186 0.880 2.764
H 5.784 -0.057 1.316
H 5.786 -0.840 2.896
H 3.246 -2.398 0.252
H 2.776 -3.560 1.511
H 1.700 -4.570 -0.415
H 1.374 -2.977 -1.135
H -0.761 -3.499 -0.160
H -0.007 -4.187 1.293
H -0.379 -1.977 2.115
H -2.259 -0.896 2.275
H -1.090 0.394 2.686
H -3.176 1.642 2.647
H -3.825 0.618 1.352
H -3.093 2.577 0.122
H -1.613 2.697 1.096
H -0.708 1.418 -0.721
H -0.848 1.776 -3.459
H -1.553 2.785 -2.169
H -3.474 3.335 -3.505
H -2.190 3.364 -4.724
H -2.731 1.133 -5.479
H -4.345 1.735 -5.087
H -4.433 0.363 -3.137
H -3.322 -1.577 -2.310
```

The following is a DFT calculation (ωB97M-V with the def2-TZVPD basis set) of a cluster of 4 separate species, Cl3NO15 in total.

## Properties
frontier orbital gap = 4.842 eV
2S+1 = 1
net charge = -4
relative energy (zero: lowest compared OMol25 entry of this formula, charge and spin) = 39.1 kcal per mole

```
19
Cl3NO15 (ωB97M-V with the def2-TZVPD basis set)
N 0.763 0.806 0.315
O -0.018 1.593 0.903
O 1.903 0.638 0.824
O 0.542 0.410 -0.850
Cl 0.955 4.243 -1.254
O 2.172 3.628 -0.811
O -0.037 4.471 -0.235
O 1.190 5.556 -1.863
O 0.341 3.445 -2.282
Cl -1.770 -2.858 -2.224
O -1.626 -1.825 -1.232
O -1.364 -2.341 -3.509
O -0.971 -4.044 -1.944
O -3.176 -3.303 -2.277
Cl 0.196 -2.078 3.266
O 0.056 -0.669 2.974
O 1.455 -2.278 4.008
O -0.945 -2.468 4.083
O 0.336 -2.926 2.109
```

The following is a DFT calculation (ωB97M-V with the def2-TZVPD basis set) of a structure of composition C24H31BrO6V.

## Properties
frontier orbital gap (alpha / beta) = 6.011 / 7.502 eV
2S+1 = 2
net charge = +2
relative energy (zero: lowest compared OMol25 entry of this formula, charge and spin) = 13.3 kcal per mole

```
63
C24H31BrO6V (ωB97M-V with the def2-TZVPD basis set)
V 0.508 1.618 1.387
C -1.687 2.115 2.605
C -2.031 2.323 1.253
C -2.181 3.628 0.774
C -1.972 4.711 1.612
C -1.625 4.511 2.945
C -1.491 3.225 3.440
H -1.795 1.135 3.063
H -2.386 1.497 0.637
H -2.517 3.785 -0.240
H -2.118 5.715 1.241
H -1.506 5.357 3.605
H -1.293 3.074 4.492
O 1.450 4.941 -0.819
C 1.218 4.283 0.275
O 0.556 3.249 0.313
C 1.792 4.947 1.519
O 1.392 4.300 2.701
C 2.330 3.465 3.376
C 1.991 2.127 2.753
O 2.404 1.887 1.597
O 1.022 1.448 3.168
H 1.134 4.519 -1.641
H 2.881 5.011 1.402
H 1.398 5.974 1.561
H 3.369 3.755 3.197
H 2.084 3.495 4.441
C -0.639 -3.666 -4.197
C 0.785 -3.468 -3.616
C 1.689 -3.018 -4.764
C 1.316 -4.792 -3.056
C 0.657 -2.454 -2.508
C 1.256 -1.194 -2.572
C 1.071 -0.306 -1.542
Br 1.938 1.374 -1.606
C 0.297 -0.598 -0.384
O 0.227 0.347 0.510
C -0.290 -1.893 -0.300
C -0.091 -2.752 -1.372
C -1.159 -2.390 0.841
C -2.565 -2.664 0.274
C -0.564 -3.685 1.416
C -1.298 -1.379 1.978
H -0.592 -4.330 -5.055
H -1.044 -2.709 -4.519
H -1.306 -4.100 -3.457
H 1.752 -3.808 -5.508
H 2.701 -2.841 -4.403
H 1.315 -2.124 -5.256
H 1.429 -5.511 -3.862
H 0.658 -5.224 -2.306
H 2.290 -4.642 -2.595
H 1.874 -0.906 -3.406
H -0.560 -3.721 -1.322
H -2.560 -3.469 -0.453
H -2.967 -1.775 -0.208
H -3.233 -2.948 1.083
H -0.502 -4.479 0.677
H -1.198 -4.037 2.226
H 0.432 -3.507 1.816
H -1.802 -0.485 1.609
H -0.328 -1.125 2.421
H -1.919 -1.813 2.758
```

The following is a DFT calculation (ωB97M-V with the def2-TZVPD basis set) of a structure of composition CoF6IN3O12S6.

## Properties
frontier orbital gap (alpha / beta) = 7.846 / 7.540 eV
2S+1 = 4
net charge = -2
relative energy (zero: lowest compared OMol25 entry of this formula, charge and spin) = 0.0 kcal per mole

```
29
CoF6IN3O12S6 (ωB97M-V with the def2-TZVPD basis set)
Co 11.700 -3.851 -21.576
I 13.393 -4.800 -23.480
N 14.532 -1.716 -19.063
S 13.719 -1.146 -20.520
O 13.248 0.212 -20.609
O 12.844 -2.222 -21.033
F 14.921 -1.211 -21.555
S 13.417 -1.257 -18.179
O 12.056 -1.899 -18.318
O 13.449 0.136 -17.707
F 13.949 -2.060 -16.914
N 10.335 -3.089 -22.680
S 9.058 -4.084 -23.410
O 8.929 -4.282 -24.886
O 7.916 -4.201 -22.496
F 9.998 -5.358 -23.043
S 9.972 -1.854 -23.509
O 8.544 -1.402 -23.571
O 10.764 -1.484 -24.725
F 10.682 -0.727 -22.578
N 11.562 -5.272 -20.240
S 10.253 -6.237 -19.762
O 9.971 -6.587 -18.325
O 9.942 -7.267 -20.713
F 9.102 -5.124 -20.003
S 12.561 -5.896 -19.093
O 13.022 -7.260 -19.346
O 12.423 -5.430 -17.729
F 13.876 -5.102 -19.642
```

The following is a DFT calculation (ωB97M-V with the def2-TZVPD basis set) of a structure of composition C21H27F3N4O.

## Properties
frontier orbital gap = 8.269 eV
2S+1 = 1
net charge = 0
relative energy (zero: lowest compared OMol25 entry of this formula, charge and spin) = 480.8 kcal per mole

```
56
C21H27F3N4O (ωB97M-V with the def2-TZVPD basis set)
F 5.757 1.502 1.423
C 6.090 0.888 0.157
F 7.425 0.848 0.034
F 5.636 1.755 -0.815
C 5.215 -0.576 -0.128
C 3.795 -0.515 0.437
C 3.035 -1.731 0.417
C 3.729 -2.713 -0.380
C 5.035 -2.673 -0.709
C 5.856 -1.576 -0.486
H 6.801 -1.295 -0.735
H 5.460 -3.487 -1.107
H 3.209 -3.829 -0.489
C 1.683 -1.531 0.651
C 0.914 -0.806 -0.499
N 0.133 -1.309 -1.216
O -0.229 -0.351 -1.963
C 0.175 0.839 -1.305
N 1.064 0.680 -0.436
C -0.212 2.297 -1.755
N -1.252 2.925 -1.203
C -0.917 3.704 0.257
C -0.766 2.824 1.396
C -2.177 2.075 1.690
C -2.485 1.419 0.008
C -2.373 2.236 -0.955
H -2.663 1.494 -1.875
H -3.201 3.131 -0.831
C -3.931 0.498 0.492
N -3.786 -0.944 0.405
C -3.076 -1.470 1.335
C -3.064 -3.043 0.757
H -2.242 -3.573 1.407
H -4.028 -3.616 1.002
C -2.783 -2.892 -0.604
H -3.073 -3.453 -1.172
H -1.650 -2.717 -0.950
C -3.462 -1.488 -0.680
H -4.399 -1.632 -1.499
H -2.926 -0.735 -1.455
H -3.542 -1.550 2.492
H -2.201 -1.120 1.761
H -4.617 0.823 -0.391
H -4.365 0.672 1.359
H -1.826 0.540 0.022
H -1.930 1.285 2.362
H -2.798 2.671 1.749
H -0.392 3.167 2.256
H 0.052 2.054 1.117
H 0.047 4.133 -0.018
H -1.502 4.459 0.219
H 0.733 2.925 -1.935
H -0.361 2.189 -2.997
H 1.590 -1.270 1.706
H 1.383 -2.702 0.705
H 3.412 0.559 0.971
```

The following is a DFT calculation (ωB97M-V with the def2-TZVPD basis set) of a structure of composition C3H7Br2.

## Properties
frontier orbital gap (alpha / beta) = 10.838 / 7.291 eV
2S+1 = 2
net charge = 0
relative energy (zero: lowest compared OMol25 entry of this formula, charge and spin) = 10.5 kcal per mole

```
12
C3H7Br2 (ωB97M-V with the def2-TZVPD basis set)
H -0.102 -1.280 -0.281
Br -0.966 -2.812 0.078
H 0.733 -0.743 1.108
C 0.235 -0.306 0.243
C 1.230 0.383 -0.636
C -0.954 0.612 0.623
Br -2.291 0.451 -0.831
H 2.192 -0.125 -0.505
H 0.878 0.338 -1.663
H 1.252 1.444 -0.381
H -1.451 0.354 1.583
H -0.756 1.684 0.662
```

The following is a DFT calculation (ωB97M-V with the def2-TZVPD basis set) of a structure of composition C5H10N2OP2.

## Properties
frontier orbital gap = 7.577 eV
2S+1 = 1
net charge = 0
relative energy (zero: lowest compared OMol25 entry of this formula, charge and spin) = 0.0 kcal per mole

```
20
C5H10N2OP2 (ωB97M-V with the def2-TZVPD basis set)
C 0.537 -1.281 0.498
C 1.230 1.350 -0.030
C 1.827 -1.036 -0.208
C 1.785 0.306 -0.948
C -0.053 0.947 0.596
N -0.284 -0.397 0.889
N 1.863 2.410 0.214
O -1.308 1.186 -0.720
P -3.842 0.399 0.530
P -2.239 -0.105 -0.854
H 0.269 -2.309 0.723
H 2.627 -1.028 0.542
H 2.035 -1.854 -0.900
H 1.099 0.223 -1.796
H 2.769 0.604 -1.308
H -0.470 1.624 1.338
H 1.397 3.059 0.845
H -3.152 -0.183 1.591
H -4.537 -0.774 0.261
H -2.858 0.465 -1.978
```

The following is a DFT calculation (ωB97M-V with the def2-TZVPD basis set) of a structure of composition C21H13F4MoO3.

## Properties
frontier orbital gap = 2.413 eV
2S+1 = 1
net charge = +3
relative energy (zero: lowest compared OMol25 entry of this formula, charge and spin) = 35.6 kcal per mole

```
42
C21H13F4MoO3 (ωB97M-V with the def2-TZVPD basis set)
O 1.603 4.837 -3.172
C 1.448 4.294 -2.168
Mo 1.155 2.993 -0.359
C -0.440 1.962 -1.229
O -1.337 1.371 -1.680
C 2.480 1.569 -1.123
O 3.155 0.722 -1.556
H 1.034 -1.478 -0.229
C 1.683 2.205 1.653
C 2.367 3.461 1.459
C 1.375 4.486 1.258
C 0.078 3.873 1.365
C 0.264 2.460 1.597
H 2.147 1.237 1.827
H 3.442 3.634 1.474
H 1.559 5.548 1.131
H -0.866 4.408 1.337
H -0.529 1.734 1.755
F -3.234 -0.639 3.122
C -2.067 -1.318 2.829
C -1.314 -1.785 3.900
C -0.109 -2.395 3.563
F 0.714 -2.834 4.568
C 0.325 -2.555 2.256
C -0.448 -2.065 1.192
C 0.235 -2.219 -0.156
C -0.471 -2.228 -1.497
C 0.317 -2.675 -2.568
C -0.151 -2.549 -3.866
F 0.709 -2.818 -4.901
C -1.413 -2.048 -4.170
C -2.179 -1.637 -3.082
F -3.365 -0.995 -3.348
C -1.757 -1.730 -1.751
C -1.671 -1.431 1.482
H -1.644 -1.688 4.930
H 1.276 -3.048 2.063
H 0.844 -3.137 -0.088
H 1.303 -3.095 -2.388
H -1.783 -2.011 -5.187
H -2.429 -1.418 -0.955
H -2.307 -0.997 0.711
```

For reference, max |F| by record: 8.62; 7.19; 0.71; 2.61; 5.24; 11.04; 19.07; 1.34; 4.17; 4.52 eV/A.